Record 1
ORCA calculation (the ωB97M-V functional and the def2-TZVPD basis) on an isolated molecule of C7H17N3O.

XYZ file:
```
28
Properties=species:S:1:pos:R:3:mulliken_charge:R:1
C 0.6464 -2.1462 2.5733 -1.3196
H 0.0525 -2.5172 3.4051 0.4195
H 1.6224 -1.8436 2.9417 0.3129
H 0.7847 -2.9557 1.8621 0.3168
C -0.0507 -0.9514 1.9259 -0.6009
N 0.7778 -0.3603 0.8881 0.2508
C 0.7061 1.0774 0.8139 -1.1381
H 0.9626 1.4658 1.8033 0.4596
C -0.6559 1.6787 0.3852 -0.3659
C -0.8347 1.6360 -1.1146 0.3946
O 0.0154 1.9866 -1.9108 -0.6782
N -2.0433 1.1835 -1.5371 0.0870
H -2.8139 1.0324 -0.9040 0.2436
N -2.4095 1.2283 -2.8994 -0.7974
H -2.1390 0.3514 -3.3494 0.2519
H -1.8479 1.9628 -3.3339 0.3072
H -1.4777 1.1720 0.8923 0.3401
H -0.6614 2.7310 0.6762 0.3164
H 1.4620 1.4263 0.1088 0.4399
C 0.6659 -1.0519 -0.3830 -0.2789
C 1.8143 -0.7254 -1.3307 -1.4492
H 1.7004 0.2658 -1.7607 0.2695
H 1.8323 -1.4473 -2.1439 0.4210
H 2.7588 -0.7756 -0.7959 0.3361
H 0.6870 -2.1221 -0.1654 0.4915
H -0.2960 -0.8356 -0.8820 0.2462
H -0.2244 -0.1970 2.6972 0.4511
H -1.0339 -1.2685 1.5379 0.2727
```

Summary:
- SMILES string: CCN(CC)CCC(=O)NN
- Relative energy (zero: lowest compared OMol25 entry of this formula, charge and spin): 0.0 kJ/mol
- Total charge: 0

Record 2
ORCA calculation (the ωB97M-V functional and the def2-TZVPD basis) on a 2-piece molecular cluster, C7H17N3O2 overall at a distorted geometry.

XYZ file:
```
29
Properties=species:S:1:pos:R:3:mulliken_charge:R:1
C -1.0344 -1.8932 -0.1099 -1.0496
C -1.9198 -0.8545 -0.7568 -0.4007
C -1.2066 0.1436 -1.6573 -0.1038
C -0.5040 -0.4441 -2.8754 0.4015
C -1.4356 -1.2402 -3.7863 -1.3714
C 1.9724 0.8448 3.7659 0.6485
C 0.7420 1.9570 1.4738 -0.3293
H -1.5923 -2.5736 0.5342 0.3716
H -0.2815 -1.4279 0.5186 0.2055
H -0.5226 -2.5015 -0.8729 0.2785
H -2.7055 -1.3716 -1.3258 0.3108
H -2.4579 -0.3091 0.0318 0.3191
H -1.9453 0.8529 -2.0459 0.2679
H -0.5038 0.7664 -1.0646 -0.2268
H 0.3072 -1.1123 -2.5470 0.2548
H -2.3294 -0.6481 -3.9884 0.3252
H -1.7659 -2.1874 -3.3252 0.3203
H -0.9491 -1.4031 -4.7572 0.3677
H 0.6952 1.0520 -3.1890 0.3160
H 2.5583 -0.4918 5.0735 0.2524
H 3.6307 0.8439 4.9655 0.2057
H 2.8098 2.6928 3.6834 0.2717
H 0.1653 1.1305 1.8562 0.3067
H 0.5660 2.3785 0.4958 0.2804
N 2.7078 0.4801 4.8463 -0.4802
N 2.3256 2.0011 3.1379 0.1026
N 1.6145 2.6201 2.1205 -0.6720
O -0.0003 0.5956 -3.6822 -0.5639
O 1.0594 0.0991 3.4805 -0.6093
```

Summary:
- SMILES string: CCC[C@@H](C)O.C=NNC(N)=O
- Relative energy (zero: lowest compared OMol25 entry of this formula, charge and spin): 0.0 kJ/mol
- Total charge: 0

Record 3
ORCA calculation (the ωB97M-V functional and the def2-TZVPD basis) on a 2-piece molecular cluster, C7H17N3O2 overall at a distorted geometry.

XYZ file:
```
29
Properties=species:S:1:pos:R:3:mulliken_charge:R:1
C -3.2739 0.8226 0.1498 0.2112
C 2.1495 -1.7544 -2.2854 -0.4398
C 2.2833 -1.5205 -0.8078 -0.9621
C 1.1037 -0.8289 -2.6106 -0.2885
C 1.4660 -0.1702 -0.4352 -0.2378
C -0.1411 0.8198 2.8752 -0.6055
C 0.8327 -0.4042 0.9201 -0.5557
N -4.0387 1.0914 1.1547 -0.2238
N 0.6608 -0.0734 -1.6161 0.5808
N -0.2857 0.8270 -1.6947 -0.6680
O -2.0892 0.5727 0.1869 -0.6492
O 0.6469 0.9467 1.5928 -0.2560
H 3.1187 -1.3990 -2.7793 0.2926
H 2.0556 -2.8922 -2.5968 0.3419
H 1.9872 -2.3187 -0.1408 0.4946
H 3.2484 -1.1885 -0.4731 0.4165
H 0.9217 -0.6950 -3.6565 0.4328
H -3.7878 1.0845 -0.8029 0.2733
H 1.9959 0.7779 -0.3685 0.4728
H 0.4291 0.3730 3.6912 0.3596
H -0.8848 0.1467 2.6158 0.2882
H -0.5002 1.7636 3.2072 0.3339
H 1.5485 -1.0301 1.6372 0.4866
H -0.2109 -0.7319 1.0152 0.2912
H -4.9711 1.1531 1.0950 0.2299
H -3.8153 1.3788 2.0850 0.1906
H -0.7062 0.7744 -2.6289 0.3512
H 1.3351 1.6135 1.6705 0.4532
H -1.0783 0.8616 -1.0002 0.3853
```

Summary:
- Multiplicity: 3
- Relative energy (zero: lowest compared OMol25 entry of this formula, charge and spin): 0.0 kJ/mol
- <S²>: 2.01
- Total charge: +2